Here is a cluster of 5 separate species, C30H72N2 in total in a non-equilibrium geometry from OMol25. Energies are from the ωB97M-V functional and the def2-TZVPD basis.

```
! wB97M-V def2-TZVPD RIJCOSX def2/J DEFGRID3
* xyz 0 1
C 4.4946 3.2019 1.9094
C 3.6920 2.2464 2.8267
N 4.4986 1.8649 4.0055
C 4.9388 3.0720 4.6907
C 3.8438 3.7839 5.5484
C 3.8929 0.6857 4.7813
C 4.1265 -0.6031 4.1957
H 3.8959 3.3017 0.9992
H 5.4770 2.8288 1.8822
H 4.5150 4.2489 2.1936
H 3.4110 1.3685 2.1330
H 2.8963 2.5923 3.1528
H 5.3232 3.8784 4.0453
H 5.6686 2.7815 5.4656
H 4.3351 4.5211 6.4819
H 3.4008 2.8950 6.0257
H 3.1336 4.2295 4.8031
H 2.7794 0.9183 4.7159
H 4.2458 0.9114 5.8317
H 3.4169 -1.1965 4.7594
H 5.0646 -1.1013 4.2832
H 3.8881 -0.8812 3.2140
C -3.2529 -3.1209 -0.8814
C -2.9955 -4.2687 0.0921
N -1.9532 -5.2291 -0.3443
C -0.6154 -4.7850 -0.2924
C -0.0469 -4.6166 1.1291
C -2.0664 -6.5430 0.4153
C -0.9478 -7.5931 -0.1079
H -2.2853 -2.5694 -0.9144
H -4.1329 -2.4703 -0.4298
H -3.1869 -3.3596 -1.8991
H -3.9423 -4.7022 0.1959
H -2.8178 -3.9093 1.1684
H -0.5259 -3.6859 -0.6653
H 0.2138 -5.0357 -1.0875
H 0.1311 -5.7716 1.5243
H -0.6492 -4.2005 1.8928
H 0.9623 -4.2930 1.0975
H -3.0216 -6.8680 0.0698
H -2.2178 -6.5073 1.5536
H -1.0201 -7.7832 -1.1893
H -1.2188 -8.5509 0.1433
H 0.0253 -7.2716 0.3299
C -6.5042 1.8879 -5.0266
C -5.7644 1.1595 -3.8724
C -4.2800 0.6354 -4.2359
C -3.8076 -0.2439 -3.1552
C -2.3311 -0.5515 -3.4297
C -2.1506 -1.7835 -4.3446
H -6.6845 1.1673 -5.9277
H -5.8675 2.7720 -5.1884
H -7.4590 2.4103 -4.7369
H -6.0929 0.0647 -3.6693
H -5.8158 1.4052 -2.9256
H -3.6294 1.4841 -4.3543
H -4.0183 0.1360 -5.0658
H -4.2927 -1.0582 -3.0051
H -3.8689 0.2911 -2.3202
H -1.9646 -0.9829 -2.4240
H -1.7408 0.1408 -3.8466
H -2.5297 -2.6843 -3.9194
H -1.1128 -1.9283 -4.5033
H -2.6732 -1.7879 -5.3388
C 2.3616 -1.4993 -5.8563
C 1.9802 -2.1608 -4.4988
C 1.6665 -1.0763 -3.4946
C 1.1868 -1.6528 -2.0886
C 0.8233 -0.5045 -1.1545
C 2.0616 0.2470 -0.6287
H 2.3105 -2.1256 -6.7073
H 3.4525 -1.3768 -5.9184
H 1.6861 -0.6528 -6.1546
H 2.7853 -2.9649 -4.2130
H 1.1388 -2.7851 -4.6449
H 1.1505 -0.2416 -3.5719
H 2.7110 -0.5940 -3.4204
H 1.9238 -2.3438 -1.5848
H 0.2520 -2.2489 -2.3936
H 0.4586 -1.0450 -0.1341
H 0.1886 0.2657 -1.2933
H 2.4139 0.8241 -1.4089
H 2.8059 -0.5990 -0.2767
H 1.5518 0.8805 0.0644
C 0.2116 3.5572 -0.5367
C -0.2506 3.3110 0.9776
C -0.0790 4.4548 1.8645
C -0.8349 4.1842 3.1961
C -0.5097 5.2952 4.1552
C -0.9954 5.0956 5.6420
H -0.3784 4.2862 -1.1789
H 0.0612 2.5388 -1.0394
H 1.2289 4.2145 -0.6501
H 0.5520 2.5156 1.4309
H -1.0636 2.7787 0.9171
H -0.4486 5.3971 1.3956
H 0.7786 4.7570 2.1175
H -0.3272 3.3938 3.6968
H -1.8176 4.1381 2.9331
H -1.0935 6.2657 3.9864
H 0.4848 5.4553 4.1997
H -2.0201 4.8985 5.4959
H -0.6225 5.9366 6.2490
H -0.5713 4.2327 6.0719
*
```

DFT total energy (Eh): -1295.2208
SMILES string: CCN(CC)CC.CCN(CC)CC.CCCCCC.CCCCCC.CCCCCC
LUMO level (eV): 0.64
ΔE to the lowest compared entry with this formula, charge and spin (kcal per mole): 50.2